Entry 1:
C29H22BrClMoN2O5 as an isolated structure. Source: the Open Molecules 2025 dataset; level of theory: the ωB97M-V functional and the def2-TZVPD basis.

Calculated values
Multiplicity: 1
Energy above the lowest of the compared OMol25 structures with the same formula, charge and spin (kcal per mole): 29.8
HOMO-LUMO gap (eV): 5.711
Net charge: +2
LUMO energy (eV): -8.362

```
61
Properties=species:S:1:pos:R:3:forces:R:3:nbo_charge:R:1
Mo 0.1433 -0.6416 0.4425 0.53 0.85 0.16 1.730
C -2.5366 -3.7440 1.9879 -0.03 0.02 0.05 -0.243
O -3.3164 -3.8014 0.8008 0.18 -0.18 -0.01 -0.478
C -3.4461 -2.7609 -0.0324 -0.18 0.24 -0.11 0.344
C -4.5461 -2.8352 -0.8942 0.14 -0.01 0.15 -0.183
C -4.8581 -1.8308 -1.7920 -0.02 0.03 -0.06 -0.175
C -4.0818 -0.6924 -1.8508 0.06 0.02 0.05 -0.152
C -2.9421 -0.5934 -1.0472 -0.09 -0.22 0.04 -0.172
C -2.2415 0.6464 -0.9968 0.22 -0.01 0.07 0.225
N -1.1056 0.7770 -0.3846 -0.24 -0.18 -0.05 -0.323
N -0.6397 2.0426 -0.1193 -0.05 0.31 -0.01 -0.326
C 0.0811 2.0359 0.9555 -0.04 0.31 -0.12 0.568
O 0.3169 0.8853 1.6225 0.18 -0.47 0.10 -0.627
C 0.6758 3.2547 1.4910 -0.02 0.16 0.04 -0.186
C 0.3391 4.4852 0.9166 0.04 -0.08 0.02 -0.145
C 0.9062 5.6456 1.4064 -0.01 0.04 -0.02 -0.186
C 1.8053 5.5904 2.4637 0.02 0.00 0.01 -0.146
C 2.1387 4.3713 3.0384 0.03 0.01 0.03 -0.226
C 1.5752 3.2038 2.5577 -0.11 0.01 -0.08 -0.106
C -2.6026 -1.6458 -0.1502 -0.34 -0.01 -0.31 0.214
O -1.4662 -1.5352 0.5849 -0.08 -0.30 0.06 -0.575
H -2.8139 -4.6269 2.5554 0.00 0.01 0.02 0.232
H -2.7683 -2.8502 2.5715 0.01 0.00 -0.03 0.185
H -1.4700 -3.7930 1.7617 -0.02 -0.01 0.01 0.153
H -5.1666 -3.7182 -0.8145 0.01 -0.01 0.01 0.259
H -5.7297 -1.9312 -2.4235 0.01 0.00 0.00 0.254
H -4.3435 0.1263 -2.5080 0.02 0.01 0.01 0.242
H -2.7019 1.5439 -1.4002 0.04 0.05 0.01 0.250
H -0.3630 4.5214 0.0958 0.00 -0.01 0.00 0.239
H 0.6456 6.5986 0.9667 0.00 -0.01 0.00 0.238
H 2.2456 6.5029 2.8428 0.00 -0.01 0.00 0.238
H 2.8368 4.3370 3.8639 -0.01 0.00 0.00 0.230
H 1.8225 2.2534 3.0050 0.01 -0.03 0.01 0.196
Cl 3.9609 -1.2427 0.4746 0.10 -0.02 0.07 0.132
C 2.8772 -1.1176 1.7857 -0.01 0.20 -0.02 0.054
C 3.1946 -0.3310 2.8740 0.07 -0.09 -0.14 -0.213
C 2.3211 -0.2486 3.9556 -0.09 -0.03 0.01 -0.062
C 1.1186 -0.9496 3.9795 0.00 -0.01 -0.06 -0.213
C 0.7858 -1.7397 2.9008 -0.09 0.04 0.13 -0.063
C 1.6458 -1.8487 1.7639 -0.02 -0.07 0.05 -0.213
C 1.1763 -2.5654 0.6229 0.03 -0.32 0.05 -0.448
H 4.1324 0.2078 2.8872 0.01 -0.01 -0.02 0.270
H 2.5961 0.3711 4.8000 0.00 -0.01 0.01 0.257
H 0.4608 -0.8822 4.8342 0.00 -0.01 0.00 0.261
H -0.1254 -2.3276 2.9117 0.00 -0.01 0.01 0.240
H 0.4503 -3.3520 0.7899 -0.03 0.01 0.00 0.256
H 1.8563 -2.7307 -0.2047 -0.01 0.04 -0.01 0.277
Br 2.3449 0.8956 -7.1327 -0.04 -0.04 0.09 0.156
C 1.6096 0.1445 -5.5750 0.02 0.03 0.04 -0.093
C 0.6801 -0.8853 -5.6707 0.04 0.04 -0.08 -0.166
C 0.1338 -1.4426 -4.5234 -0.03 -0.03 0.03 -0.199
C 0.5127 -0.9827 -3.2764 0.08 0.06 0.01 -0.121
C 1.4458 0.0518 -3.1811 0.07 0.02 -0.07 -0.245
C 1.9964 0.6210 -4.3330 -0.02 0.00 -0.01 -0.146
C 1.9024 0.6242 -1.9152 -0.20 0.26 -0.04 0.821
O 2.5881 1.5330 -1.6422 0.05 -0.14 -0.10 -0.423
O 1.3391 -0.1090 -0.7433 -0.18 -0.44 -0.04 -0.596
H 0.3879 -1.2516 -6.6455 0.00 0.00 0.00 0.254
H -0.5844 -2.2465 -4.6114 0.00 0.01 0.00 0.238
H 0.0840 -1.4399 -2.3943 -0.01 -0.04 0.03 0.177
H 2.7167 1.4233 -4.2483 0.00 -0.01 0.00 0.261
```
Positions in Å, forces in eV/Å.

=====

Entry 2:
An isolated ion of composition C6H11O3S2 and charge +1. Source: the Open Molecules 2025 dataset; level of theory: the ωB97M-V functional and the def2-TZVPD basis.

Calculated values
Multiplicity: 1
HOMO-LUMO gap (eV): 9.504
Net charge: +1
LUMO energy (eV): -4.700

```
22
Properties=species:S:1:pos:R:3:forces:R:3:nbo_charge:R:1
O 1.4239 -2.9114 0.1191 1.80 3.02 -2.40 -0.478
C 2.0001 -2.1170 -0.6476 -1.22 -1.43 1.92 0.415
C 1.8100 -0.5117 -0.5577 0.35 -0.40 -1.52 -0.675
S 1.6823 0.0917 1.2005 -0.43 1.06 -0.54 0.683
S 2.7693 1.9158 1.3056 -0.80 -0.26 -0.91 -0.009
C -0.0775 0.6194 1.5867 -1.50 0.38 1.09 -0.543
C -1.1811 -0.4226 1.0707 0.09 -0.28 0.39 -0.438
C -2.1974 0.1653 -0.0095 -0.14 -0.59 -0.88 -0.526
C -1.5012 0.9452 -1.2079 0.95 2.01 -1.31 0.777
O -0.8637 2.0115 -1.1150 -1.84 -3.52 0.31 -0.578
O -1.6376 0.4233 -2.5341 0.03 -0.06 2.88 -0.673
H 2.6873 -2.4939 -1.4824 -0.84 0.62 0.90 0.180
H 2.7018 0.0259 -1.0505 -1.28 -0.81 0.99 0.294
H 0.9027 -0.2585 -1.2031 1.01 -0.12 1.08 0.294
H 2.1598 2.6724 0.2868 0.25 -0.98 0.88 0.196
H -0.2801 1.7092 1.2908 0.58 -1.75 -0.07 0.294
H -0.1347 0.6122 2.7385 0.63 -0.09 -1.74 0.277
H -0.6522 -1.3914 0.7357 -0.92 1.46 0.22 0.245
H -1.8138 -0.7402 1.9788 1.04 0.53 -1.39 0.262
H -2.7577 -0.7243 -0.4819 0.72 1.35 0.92 0.239
H -2.9850 0.8436 0.4812 1.39 -0.86 -0.79 0.275
H -2.0550 -0.4647 -2.5047 0.14 0.72 -0.02 0.488
```
Positions in Å, forces in eV/Å.

=====

Entry 3:
One molecule with the formula H3N5O3. Source: the Open Molecules 2025 dataset; level of theory: the ωB97M-V functional and the def2-TZVPD basis.

Calculated values
Multiplicity: 1
Energy above the lowest of the compared OMol25 structures with the same formula, charge and spin (kcal per mole): 13.1
HOMO-LUMO gap (spin up / spin down) (eV): 8.875 / 8.875
Net charge: 0
LUMO energy (spin up / spin down) (eV): -0.791 / -0.790

```
11
Properties=species:S:1:pos:R:3:forces:R:3:nbo_charge:R:1
N 1.3503 0.4671 2.0004 -1.03 -0.38 -0.54 -0.581
N 0.3989 0.6448 1.0406 -1.24 0.46 0.63 0.025
N -0.6950 0.0510 1.2726 2.60 0.29 0.95 -0.114
N -1.6469 0.1405 0.3489 -0.01 0.63 -2.04 -0.070
N -1.2961 0.1892 -0.8937 0.30 -1.32 0.41 0.475
O -2.0389 -0.0598 -1.8292 0.99 0.41 0.43 -0.383
O 0.2187 0.2013 -1.2157 -1.44 0.53 0.57 -0.139
O 0.5020 -0.7787 -2.1691 -0.98 -0.72 -0.67 -0.419
H 1.3545 -0.4820 2.3072 -0.18 -0.76 0.80 0.359
H 2.2492 0.6766 1.6257 0.47 0.56 -0.41 0.376
H -0.3966 -1.0499 -2.4878 0.53 0.30 -0.12 0.471
```
Positions in Å, forces in eV/Å.

=====

Entry 4:
A 2-piece molecular cluster, C4H11NO3 overall. Source: the Open Molecules 2025 dataset; level of theory: the ωB97M-V functional and the def2-TZVPD basis.

Calculated values
Multiplicity: 1
Energy above the lowest of the compared OMol25 structures with the same formula, charge and spin (kcal per mole): 81.2
HOMO-LUMO gap (eV): 9.786
Net charge: 0
LUMO energy (eV): 0.239

```
19
Properties=species:S:1:pos:R:3:forces:R:3:nbo_charge:R:1
C -1.5478 -0.3766 0.9819 0.05 -0.10 -0.48 -0.261
O -0.3797 -0.8208 0.3233 0.29 0.62 -2.50 -0.614
C -0.0458 -0.0586 -1.0455 -0.93 -2.30 2.09 0.778
C -1.2007 -0.2377 -2.0095 0.45 0.20 0.10 -0.662
O 1.0674 -0.7275 -1.5095 0.09 -0.35 -0.19 -0.717
O 0.1899 1.2252 -0.7544 2.26 1.42 2.73 -0.716
H -1.6554 0.7075 0.8802 -0.09 0.00 0.20 0.176
H -2.4293 -0.8749 0.5644 -0.09 0.12 -0.02 0.162
H -1.4754 -0.6579 2.0319 0.14 0.14 0.00 0.197
H -1.4305 -1.2975 -2.1041 0.04 0.07 0.04 0.233
H -2.0678 0.3138 -1.6587 -0.05 0.00 0.04 0.225
H -0.9005 0.1604 -2.9777 -0.03 -0.01 -0.05 0.230
H 1.6646 -0.9407 -0.7817 -0.24 0.07 0.03 0.476
H 0.9385 1.2499 0.0509 -2.92 -0.15 -3.12 0.481
C 1.8695 0.8882 1.4741 0.94 -2.08 2.44 -0.238
N 1.2713 -0.1505 1.9669 0.90 1.70 -0.20 -0.468
H 2.8216 0.8181 0.9344 -0.31 0.06 -0.41 0.175
H 1.6650 1.8332 1.9651 -0.44 0.32 -0.41 0.198
H 1.6451 -1.0536 1.6679 -0.06 0.29 -0.28 0.343
```
Positions in Å, forces in eV/Å.

=====

The largest force on an atom results, record by record, are as follows: 1.017; 4.253; 2.780; 4.276 eV/Å.